(1)
C6H11ClN2 | ωB97M-V/def2-TZVPD

Calculated values
- Frontier orbital gap (spin up / spin down): 0.276 / 0.278 Ha
- Spin multiplicity: 3
- <S²>: 2.021
- Energy above the lowest of the compared OMol25 structures with the same formula, charge and spin: 0.00 kJ/mol
- Calculated total energy: -21897.7243 eV
- HOMO energy (spin up / spin down): -6.8 / -9.1 eV
- Total charge: 0

Structure (XYZ):
```
20
Properties=species:S:1:pos:R:3:lowdin_charge:R:1
C 0.14 -1.62 0.96 -0.01
C 1.14 -0.82 0.65 -0.46
C -1.45 0.85 -1.16 -0.71
C 1.62 0.24 1.64 -0.07
C 1.88 -0.92 -0.64 -0.10
C -2.82 0.89 -0.64 -0.09
N 0.23 2.36 -0.48 0.16
N -0.51 1.64 -0.94 -0.15
Cl -1.14 -0.33 -2.48 0.61
H -0.52 -2.11 0.22 0.06
H -0.18 -1.71 2.01 0.06
H 2.75 0.41 1.46 0.10
H 1.39 -0.05 2.71 0.08
H 0.95 1.12 1.39 0.05
H 2.89 -1.12 -0.56 0.05
H 1.78 -0.03 -1.16 0.03
H 1.46 -1.81 -1.31 0.12
H -3.05 1.95 -0.25 0.11
H -3.03 0.12 0.06 0.07
H -3.53 0.93 -1.48 0.08
```

---

(2)
C6H11ClN3S | ωB97M-V/def2-TZVPD

Calculated values
- Frontier orbital gap (spin up / spin down): 0.205 / 0.219 Ha
- Spin multiplicity: 3
- <S²>: 2.016
- Calculated total energy: -34214.7037 eV
- HOMO energy (spin up / spin down): -9.1 / -12.7 eV
- Total charge: +1

Structure (XYZ):
```
22
Properties=species:S:1:pos:R:3:lowdin_charge:R:1
C 0.29 0.26 0.63 -0.52
C 1.25 1.08 1.44 -0.37
C -3.23 -0.35 0.77 -0.08
C -3.17 0.60 -0.37 -0.08
C -1.94 -0.18 -0.01 -0.29
C 2.56 -0.41 -0.30 -0.53
N -0.93 0.53 0.64 0.26
N 0.89 -0.78 -0.14 -0.47
N 2.68 -0.23 -1.77 0.16
S 2.84 1.15 0.56 0.95
Cl 0.71 -2.39 0.51 0.55
H 0.88 2.10 1.58 0.09
H 1.42 0.63 2.42 0.09
H -3.25 0.06 1.77 0.11
H -3.74 -1.28 0.65 0.11
H -3.66 0.35 -1.30 0.11
H -3.16 1.66 -0.14 0.11
H -1.64 -1.00 -0.66 0.16
H 3.13 -1.27 0.05 0.10
H 3.61 0.13 -2.02 0.17
H 1.98 0.47 -2.06 0.17
H 2.49 -1.11 -2.26 0.18
```

---

(3)
C6H11ClSi | ωB97M-V/def2-TZVPD

Calculated values
- Frontier orbital gap: 0.340 Ha
- Spin multiplicity: 1
- Energy above the lowest of the compared OMol25 structures with the same formula, charge and spin: 183.65 kJ/mol
- Calculated total energy: -26798.5502 eV
- HOMO energy: -8.5 eV
- Total charge: 0

Structure (XYZ):
```
19
Properties=species:S:1:pos:R:3:lowdin_charge:R:1
C -1.86 -1.85 -1.81 -0.08
C 0.75 2.47 -0.50 -0.08
C -1.21 -1.56 -0.70 -0.28
C 0.86 1.17 -0.42 -0.32
C 2.09 0.33 -0.64 -0.15
C -1.48 -0.01 2.27 -0.24
Si -1.26 0.09 0.37 0.36
Cl -2.67 1.42 -0.25 0.32
H -1.61 -2.86 -2.23 0.06
H -2.61 -1.33 -2.38 0.05
H -0.21 2.81 -0.39 -0.02
H 1.65 3.03 -0.79 0.07
H -0.50 -2.20 -0.29 0.02
H 2.33 -0.10 0.33 0.06
H 2.86 1.10 -0.89 0.07
H 1.97 -0.39 -1.53 0.09
H -1.56 0.86 2.81 -0.01
H -2.37 -0.43 2.57 -0.02
H -0.63 -0.69 2.77 0.08
```

---

(4)
C6H11FI2NO3S | ωB97M-V/def2-TZVPD

Calculated values
- Frontier orbital gap: 0.151 Ha
- Spin multiplicity: 1
- Calculated total energy: -43785.5293 eV
- HOMO energy: -2.4 eV
- Total charge: -1

Structure (XYZ):
```
25
Properties=species:S:1:pos:R:3:lowdin_charge:R:1
C 1.44 0.94 -0.72 -0.15
C 1.22 2.36 -0.28 -0.84
I 2.76 3.11 0.89 0.87
C 0.17 3.10 -0.61 -0.90
I -0.10 5.11 -0.13 0.85
N -0.92 2.55 -1.37 -0.15
S -2.10 1.61 -0.63 0.56
O -2.20 0.38 -1.31 -0.23
O -3.25 2.41 -0.39 -0.25
F -1.41 1.37 0.73 -0.11
H 0.54 0.47 -1.11 0.06
H 2.20 0.92 -1.50 0.09
H 1.79 0.33 0.11 0.07
H -1.45 3.29 -1.82 0.07
C 0.94 -2.91 -0.16 -0.12
C 0.24 -2.98 1.22 -0.75
C -0.82 -1.85 1.27 -0.12
O 1.11 -2.92 2.23 -0.33
H 1.50 -1.97 -0.23 0.03
H 1.66 -3.73 -0.24 0.05
H 0.25 -2.97 -1.01 0.05
H -0.36 -3.93 1.18 0.10
H -0.31 -0.88 1.25 0.04
H -1.38 -1.91 2.21 0.06
H -1.53 -1.89 0.44 0.05
```

---

(5)
C6H11FN | ωB97M-V/def2-TZVPD

Calculated values
- Frontier orbital gap (spin up / spin down): 0.323 / 0.283 Ha
- Spin multiplicity: 1
- Energy above the lowest of the compared OMol25 structures with the same formula, charge and spin: 294.87 kJ/mol
- Calculated total energy: -10596.6272 eV
- HOMO energy (spin up / spin down): -13.3 / -12.4 eV
- Total charge: +1

Structure (XYZ):
```
19
Properties=species:S:1:pos:R:3:lowdin_charge:R:1
C 2.41 1.60 -0.26 0.11
C 2.37 0.32 0.18 -0.04
C 0.02 -0.20 -0.80 -0.06
C -0.77 -0.27 1.33 0.11
C 1.21 -0.58 0.06 -0.24
C -2.38 -0.23 -0.30 -0.03
N -1.08 -0.72 0.01 -0.21
F 1.39 -1.88 -0.01 0.13
H 3.27 2.08 -0.14 0.04
H 1.68 2.21 -0.65 0.05
H 3.17 -0.15 0.70 0.11
H -0.10 0.82 -0.89 0.11
H 0.07 -0.67 -1.78 0.16
H -0.72 -1.03 2.07 0.10
H -1.07 0.68 1.61 0.08
H -3.13 -0.78 0.27 0.13
H -2.55 0.80 -0.02 0.11
H -2.66 -0.27 -1.37 0.13
H -1.13 -1.75 -0.02 0.21
```

---

(6)
C6H11IN2S | ωB97M-V/def2-TZVPD

Calculated values
- Frontier orbital gap (spin up / spin down): 0.300 / 0.236 Ha
- Spin multiplicity: 3
- <S²>: 2.016
- Energy above the lowest of the compared OMol25 structures with the same formula, charge and spin: 0.00 kJ/mol
- Calculated total energy: -28294.2563 eV
- HOMO energy (spin up / spin down): -16.7 / -17.8 eV
- Total charge: +2

Structure (XYZ):
```
21
Properties=species:S:1:pos:R:3:lowdin_charge:R:1
C -0.01 1.87 0.11 -0.59
C 0.82 0.73 0.24 -0.30
C -1.44 1.40 -0.19 -0.12
C -1.47 -0.03 0.30 -0.13
C -0.01 -1.09 -1.33 0.07
C 0.25 -1.55 1.02 -0.01
N 2.12 0.78 0.34 -0.40
N -0.13 -0.56 0.10 -0.24
S 0.56 3.41 -0.15 1.12
I 3.67 -0.46 -0.03 1.16
H -2.26 1.99 0.31 0.16
H -1.56 1.55 -1.31 0.16
H -1.91 -0.11 1.32 0.16
H -2.28 -0.79 -0.05 0.20
H -0.57 -0.66 -2.13 0.11
H 1.08 -0.85 -1.74 0.13
H -0.08 -2.10 -1.24 0.08
H 1.26 -1.48 1.11 0.02
H -0.14 -1.34 1.97 0.11
H -0.27 -2.54 0.86 0.17
H 2.35 1.85 0.49 0.12
```

---

(7)
C6H11INO | ωB97M-V/def2-TZVPD

Calculated values
- Frontier orbital gap (spin up / spin down): 0.199 / 0.209 Ha
- Spin multiplicity: 1
- Energy above the lowest of the compared OMol25 structures with the same formula, charge and spin: 215.86 kJ/mol
- Calculated total energy: -18028.1428 eV
- HOMO energy (spin up / spin down): -12.0 / -12.1 eV
- Total charge: +1

Structure (XYZ):
```
20
Properties=species:S:1:pos:R:3:lowdin_charge:R:1
C 0.12 0.15 0.07 -0.21
C 1.40 0.35 -0.82 -0.22
C 0.34 -0.62 1.69 -0.12
C 1.32 1.44 -1.87 -0.65
C 0.37 1.12 -2.93 -0.11
C -1.94 -1.09 2.05 -0.08
N -0.58 -1.56 2.01 -0.08
O -1.00 0.40 -0.35 0.10
I 1.62 3.31 -1.15 1.18
H 1.50 -0.71 -1.13 0.16
H 2.13 0.59 -0.04 0.10
H 1.28 -0.99 1.60 0.08
H 0.32 0.23 2.40 0.14
H 0.36 0.05 -2.96 0.09
H 0.69 1.43 -3.91 0.11
H -0.60 1.46 -2.82 0.09
H -2.00 -0.04 2.21 0.08
H -2.54 -1.45 1.20 0.10
H -2.45 -1.53 2.89 0.08
H -0.33 -2.53 1.87 0.15
```

---

(8)
C6H11INO | ωB97M-V/def2-TZVPD

Calculated values
- SMILES string: CC1=C(I)OCC[N@H+]1C
- Frontier orbital gap: 0.353 Ha
- Spin multiplicity: 1
- Energy above the lowest of the compared OMol25 structures with the same formula, charge and spin: 78.75 kJ/mol
- Calculated total energy: -18029.5638 eV
- HOMO energy: -12.6 eV
- Total charge: +1

Structure (XYZ):
```
20
Properties=species:S:1:pos:R:3:lowdin_charge:R:1
C -0.65 -0.61 -0.19 -0.26
C -1.72 0.33 -0.07 -0.76
C 0.72 1.30 -0.81 -0.06
C -0.15 2.04 0.18 -0.08
C -0.79 -2.18 -0.47 -0.03
C 1.47 -0.39 0.99 0.01
N 0.70 -0.05 -0.22 -0.16
O -1.55 1.65 0.03 -0.12
I -3.67 -0.26 0.21 1.09
H 0.42 1.26 -1.85 0.16
H 1.66 1.78 -0.69 0.14
H 0.12 1.63 1.21 0.15
H -0.07 3.10 0.18 0.13
H -0.39 -2.34 -1.48 0.09
H -1.80 -2.46 -0.53 0.01
H -0.39 -2.82 0.40 0.12
H 1.88 -1.50 1.18 0.17
H 2.32 0.33 1.07 0.12
H 0.83 -0.19 1.85 0.10
H 1.06 -0.63 -1.00 0.19
```

---

(9)
C6H11N | ωB97M-V/def2-TZVPD

Calculated values
- SMILES string: CC1(C)CC=C1N
- Frontier orbital gap: 0.320 Ha
- Spin multiplicity: 1
- Energy above the lowest of the compared OMol25 structures with the same formula, charge and spin: 129.38 kJ/mol
- Calculated total energy: -7889.1905 eV
- HOMO energy: -7.7 eV
- Total charge: 0

Structure (XYZ):
```
18
Properties=species:S:1:pos:R:3:lowdin_charge:R:1
C 1.39 0.85 -0.56 -0.04
C 0.63 -1.55 -0.41 -0.06
C -1.07 0.31 -0.07 -0.35
C 0.36 -0.12 0.02 -0.44
N -1.80 0.62 -1.20 0.12
C -1.33 0.29 1.25 -0.06
C 0.06 -0.05 1.66 -0.10
H -2.64 1.16 -1.06 0.10
H -1.28 0.72 -2.06 0.09
H -2.23 0.41 1.83 0.09
H 0.92 1.72 -1.01 0.08
H 1.99 0.38 -1.34 0.07
H 2.08 1.19 0.21 0.07
H 1.61 -1.88 -0.07 0.08
H -0.13 -2.22 0.00 0.08
H 0.60 -1.63 -1.50 0.08
H 0.64 0.76 2.10 0.09
H 0.19 -0.97 2.23 0.09
```

---

(10)
C6H11N | ωB97M-V/def2-TZVPD

Calculated values
- SMILES string: C/C=C/C/C=C/N
- Frontier orbital gap: 0.327 Ha
- Spin multiplicity: 1
- Energy above the lowest of the compared OMol25 structures with the same formula, charge and spin: 288.64 kJ/mol
- Calculated total energy: -7887.5399 eV
- HOMO energy: -7.7 eV
- Total charge: 0

Structure (XYZ):
```
18
Properties=species:S:1:pos:R:3:lowdin_charge:R:1
C 0.66 0.20 -0.87 -0.16
C 0.70 0.49 -2.17 -0.22
N 1.11 1.72 -2.72 0.00
C 0.05 -0.99 -0.34 -0.27
C 0.03 -0.95 1.15 -0.17
C -1.13 -0.90 1.86 -0.12
C -1.40 0.06 3.11 -0.10
H 1.10 0.81 -0.06 0.11
H 0.07 -0.04 -2.89 0.11
H 1.04 2.05 -3.70 0.09
H 2.01 1.99 -2.27 0.09
H -0.88 -1.29 -0.87 0.13
H 0.81 -1.73 -0.63 0.11
H 1.03 -0.80 1.55 0.11
H -1.87 -1.38 1.21 0.09
H -1.51 -0.62 4.06 0.08
H -2.38 0.59 3.12 0.06
H -0.67 0.88 3.10 0.06
```

---

(11)
C6H11N | ωB97M-V/def2-TZVPD

Calculated values
- SMILES string: C=CC(N)=C(C)C
- Frontier orbital gap: 0.292 Ha
- Spin multiplicity: 1
- Energy above the lowest of the compared OMol25 structures with the same formula, charge and spin: 353.69 kJ/mol
- Calculated total energy: -7886.8656 eV
- HOMO energy: -7.2 eV
- Total charge: 0

Structure (XYZ):
```
18
Properties=species:S:1:pos:R:3:lowdin_charge:R:1
C -1.30 1.78 0.44 -0.07
N -1.14 -1.25 0.64 0.10
C -0.32 -0.42 -0.19 -0.33
C -0.08 0.82 0.24 -0.34
C 1.34 1.37 0.47 -0.07
C 0.92 -2.41 -1.15 0.00
C 0.66 -1.08 -1.15 -0.13
H -1.93 1.76 -0.50 0.08
H -1.90 1.41 1.39 0.10
H -1.05 2.82 0.57 0.04
H -1.95 -1.00 1.09 0.04
H -1.35 -2.15 0.20 0.07
H 1.00 2.24 1.10 0.07
H 2.06 1.84 -0.36 0.11
H 1.78 0.53 1.06 0.08
H 1.47 -2.99 -1.88 0.04
H 0.46 -2.92 -0.20 0.08
H 1.33 -0.35 -1.77 0.13
```

---

(12)
C6H11N | ωB97M-V/def2-TZVPD

Calculated values
- SMILES string: C1CN[C@@H]2C[C@H]2C1
- Frontier orbital gap: 0.369 Ha
- Spin multiplicity: 1
- Energy above the lowest of the compared OMol25 structures with the same formula, charge and spin: 476.15 kJ/mol
- Calculated total energy: -7885.5964 eV
- HOMO energy: -8.9 eV
- Total charge: 0

Structure (XYZ):
```
18
Properties=species:S:1:pos:R:3:lowdin_charge:R:1
C 1.36 0.70 -0.27 -0.21
C 1.28 -0.85 0.07 -0.27
C -0.83 -0.77 0.27 -0.29
C -2.18 -0.07 -0.09 -0.03
C -0.84 0.52 -0.47 -0.34
C 0.14 1.46 0.03 -0.21
H 1.61 0.89 -1.23 0.06
H 2.14 1.01 0.54 0.15
H 2.43 -1.30 -0.07 0.16
H 1.19 -1.03 1.18 0.10
H 0.30 -2.73 -0.23 0.15
H -0.90 -0.44 1.33 0.14
H -2.64 0.37 0.81 0.10
H -2.94 -0.49 -0.85 0.12
H -0.62 0.28 -1.47 0.13
H -0.01 1.44 1.13 0.11
H 0.34 2.68 -0.28 0.18
N 0.17 -1.67 -0.41 -0.03
```